[1]
The following is a quantum chemistry calculation of C40H65N5P3PbSi as an isolated structure, from the Open Molecules 2025 dataset.

The geometry in XYZ format:
```
115
Properties=species:S:1:pos:R:3:lowdin_charge:R:1
Pb 0.43473 1.50027 0.41948 1.0422
C -5.13325 1.07487 3.03852 -0.0864
C -3.62306 0.81934 2.98741 -0.5174
C -3.16173 0.05596 4.23401 -0.1033
P -2.87095 0.07814 1.43832 1.0671
C -3.83393 0.68866 -0.03705 -0.5560
C -5.25573 0.17150 -0.23633 -0.0689
C -3.75351 2.21768 -0.10449 -0.1100
C -3.16595 -1.71887 1.41997 -0.3964
C -4.25963 -2.33546 2.02124 -0.0599
C -4.41290 -3.71631 1.98650 -0.0170
C -3.45786 -4.50363 1.36209 -0.0279
C -2.36412 -3.90038 0.75775 -0.0865
C -2.21956 -2.50648 0.77651 -0.3110
Si -0.76261 -1.96445 -0.23955 0.9410
C -1.09564 -1.89246 -2.07215 -0.2658
C -1.52165 -3.13735 -2.56884 -0.0892
C -1.76067 -3.33000 -3.91669 -0.0245
C -1.59628 -2.27606 -4.79990 -0.0166
C -1.21748 -1.03421 -4.31991 -0.0910
C -0.95727 -0.81885 -2.96375 -0.3873
P -0.51324 0.89700 -2.46918 1.0140
C -2.05496 1.89288 -2.94941 -0.4994
C -3.30868 1.02478 -3.12439 -0.1075
C -1.89826 2.79319 -4.17892 -0.0870
C 0.76805 1.35449 -3.74755 -0.5364
C 1.38677 2.72359 -3.42169 -0.1035
C 1.84001 0.28399 -3.94312 -0.0866
C 0.90823 -2.66795 0.22096 -0.2664
C 1.09911 -3.88898 -0.44027 -0.0873
C 2.14202 -4.73798 -0.10907 -0.0286
C 3.03447 -4.36460 0.87682 -0.0184
C 2.89184 -3.13300 1.50432 -0.0609
C 1.84570 -2.26409 1.20051 -0.3611
P 1.77506 -0.64379 2.08097 0.9806
C 3.55907 -0.22434 2.49661 -0.5055
C 3.75711 1.31193 2.58911 -0.1106
C 4.12048 -0.86374 3.77464 -0.1019
C 1.06071 -1.06581 3.73367 -0.5286
C -0.22855 -1.86870 3.60116 -0.1033
C 0.85644 0.24435 4.50451 -0.0998
H -5.35610 1.54248 3.99941 0.0953
H -5.72549 0.16297 2.98481 0.0748
H -5.48203 1.75661 2.26795 0.0609
H -3.12923 1.79652 3.00559 0.1006
H -3.56031 -0.95833 4.26285 0.0791
H -3.52084 0.57614 5.12324 0.0958
H -2.07587 -0.00148 4.30323 0.0389
H -3.22186 0.29139 -0.85244 0.0342
H -5.95601 0.60939 0.47292 0.0757
H -5.31521 -0.91315 -0.15915 0.0775
H -5.59312 0.44753 -1.23895 0.0874
H -4.29752 2.68741 0.71346 0.0776
H -4.20100 2.57750 -1.03356 0.0829
H -2.71824 2.57380 -0.06021 0.0447
H -5.00971 -1.73922 2.51862 0.1015
H -5.27451 -4.17496 2.45584 0.1283
H -3.55234 -5.58218 1.35031 0.1263
H -1.60663 -4.53361 0.30180 0.1006
H -1.70214 -3.96792 -1.89582 0.0948
H -2.08539 -4.29948 -4.27349 0.1290
H -1.77416 -2.41526 -5.85873 0.1298
H -1.11897 -0.21503 -5.02212 0.1137
H -2.20983 2.54339 -2.08328 0.0643
H -3.33423 0.57083 -4.11434 0.0891
H -4.18562 1.66995 -3.03927 0.0960
H -3.40447 0.22424 -2.39213 0.0471
H -1.79523 2.21342 -5.09786 0.0850
H -1.07159 3.49735 -4.10855 0.0667
H -2.81374 3.37978 -4.27908 0.1010
H 0.21261 1.45458 -4.67890 0.0900
H 0.66928 3.41058 -2.96579 0.0637
H 1.75966 3.19116 -4.33429 0.1006
H 2.22044 2.61532 -2.73108 0.0441
H 2.36512 0.06765 -3.01043 0.0461
H 2.57351 0.63870 -4.67148 0.1002
H 1.42900 -0.64920 -4.32143 0.0740
H 0.42352 -4.19628 -1.23034 0.0934
H 2.25261 -5.68212 -0.62589 0.1285
H 3.85397 -5.01636 1.14974 0.1288
H 3.62876 -2.85178 2.23900 0.0877
H 4.12225 -0.60495 1.64175 0.0853
H 2.81631 1.86903 2.55591 0.0415
H 4.39179 1.67806 1.78493 0.0605
H 4.25255 1.57150 3.52510 0.0896
H 3.71229 -0.39238 4.66801 0.0825
H 5.19935 -0.69783 3.78651 0.1026
H 3.95975 -1.93556 3.86280 0.0653
H 1.79898 -1.68255 4.24762 0.1069
H -0.98211 -1.31796 3.03653 0.0211
H -0.63425 -2.07508 4.59357 0.1027
H -0.05688 -2.82765 3.10794 0.0814
H 0.18951 0.91932 3.95623 0.0661
H 1.79645 0.77163 4.67669 0.0676
H 0.41139 0.04686 5.48070 0.0985
C 5.83413 2.43269 -1.84003 -0.0080
N 4.77792 1.54030 -1.34382 -0.1187
C 5.04363 0.11727 -1.54887 -0.0116
C 3.65114 1.96263 -0.74336 -0.4501
N 2.61849 1.19770 -0.50638 -0.0147
N 3.67886 3.29167 -0.35811 0.1657
C 2.71811 4.11222 0.20865 -0.4827
N 3.16383 5.35912 0.44837 0.2005
N 1.51597 3.71121 0.48114 -0.0370
H 6.62829 2.57059 -1.10278 0.1118
H 5.43819 3.39619 -2.15547 0.0973
H 6.27065 1.98148 -2.72830 0.1085
H 6.11161 -0.05396 -1.42804 0.1093
H 4.75229 -0.20663 -2.54909 0.1005
H 4.53466 -0.49507 -0.80558 0.0797
H 2.75012 0.27176 -0.89149 0.0321
H 4.57498 3.73149 -0.46394 0.1258
H 4.09673 5.66334 0.22976 0.1266
H 2.55301 6.05690 0.83679 0.1320
H 0.96061 4.45921 0.88327 0.0695
```

The value obtained for the HOMO-LUMO gap is 0.2287 hartree. Its net charge is +3. The calculation puts the molecular weight at 944.20 g/mol. The HOMO energy is -15.56 eV. For the total energy, the calculation gives -90955.5313 eV.

---

[2]
The following is a quantum chemistry calculation of C6H14ClDyI2NO2P as an isolated structure at a distorted geometry, from the Open Molecules 2025 dataset.

The geometry in XYZ format:
```
28
Properties=species:S:1:pos:R:3:mulliken_spin:R:1
I 5.17428 1.30995 -1.45787 0.0003
I 5.51739 -1.41348 -1.56292 -0.0002
Dy 0.15963 0.96667 0.36585 5.0934
P -0.67099 0.13559 -2.25416 -0.0336
C 0.44775 0.09642 -3.73740 -0.0016
C -1.68635 -1.34619 -2.59635 -0.0016
H -2.60254 1.52752 -1.95934 0.0004
H -2.25368 1.29080 -3.71337 0.0004
H -1.28911 2.42918 -2.70721 0.0009
C -1.82326 1.47575 -2.72200 -0.0014
H -2.42803 -1.44369 -1.80562 0.0001
H -2.18126 -1.29616 -3.57591 -0.0006
H -0.13846 0.10042 -4.67547 -0.0002
H 1.09051 -0.79184 -3.67158 0.0002
H -1.07279 -2.24606 -2.54021 0.0000
H 1.11898 0.96288 -3.67976 0.0002
C 1.71429 -0.20712 -0.84897 0.0345
O 2.64889 -0.65760 -1.36037 0.0021
Cl -2.14031 -0.03764 0.74995 -0.0957
C 1.10448 -0.70419 4.39020 0.0000
C 0.56415 -0.93047 3.03248 -0.0025
N -0.07194 -2.07443 2.76319 0.0015
O 0.68335 -0.05590 2.10277 0.0028
H 0.91477 -1.57716 5.03054 0.0000
H 0.63953 0.17080 4.86595 0.0003
H 2.18872 -0.54994 4.33741 0.0001
H -0.63407 -2.13726 1.91844 0.0003
H -0.18781 -2.78532 3.48084 -0.0001
```

The value obtained for the HOMO-LUMO gap (spin up / spin down) is 0.1611 / 0.2152 hartree. Its net charge is +2. The spin multiplicity is 6. The calculation puts the molecular weight at 614.92 g/mol. The HOMO energy (spin up / spin down) is -14.34 / -14.34 eV. The expectation value of S² is 9.171. For the total energy, the calculation gives -74115.7293 eV.

---

[3]
The following is a quantum chemistry calculation of a 10-piece molecular cluster, C18H56N2O10 overall at a distorted geometry, from the Open Molecules 2025 dataset.

The geometry in XYZ format:
```
86
Properties=species:S:1:pos:R:3:lowdin_charge:R:1
N -3.01401 4.41321 -0.51780 0.1428
C -2.25901 4.27721 0.56720 -0.6317
N -2.51801 5.09021 1.48520 0.1742
O -1.44201 3.18421 0.75920 -0.0907
H -2.92901 3.55521 -1.13780 0.0711
H -3.79601 5.06121 -0.65180 0.1155
H -2.07001 4.85721 2.32420 0.1091
H -2.85801 6.02221 1.22820 0.1389
C 1.29899 1.28321 -3.37980 -0.1021
C 0.58799 2.47321 -2.81080 -0.2908
O -0.58301 2.70921 -3.57180 -0.0906
H 2.20899 1.06321 -2.80080 0.0571
H 1.64399 1.53021 -4.37480 0.0698
H 0.72099 0.30221 -3.48580 0.0968
H 1.36799 3.32021 -2.80680 0.1549
H 0.26199 2.09021 -1.82180 0.0962
H -0.79901 3.65521 -3.63680 0.1178
C 4.20199 -1.06479 -2.44080 -0.0991
C 4.56599 -0.40379 -1.11580 -0.3231
O 5.98199 -0.36279 -1.01380 -0.0318
H 3.20899 -1.45779 -2.48880 0.0416
H 4.72999 -2.02779 -2.69480 0.0942
H 4.21799 -0.45979 -3.34780 0.0657
H 4.01599 -1.10479 -0.45480 0.0846
H 4.15199 0.65921 -1.04280 0.1220
H 6.07799 0.28221 -0.36780 0.0413
C -3.94301 -2.88479 1.41520 -0.0697
C -3.82601 -2.06679 2.71720 -0.3397
O -4.89601 -1.12979 2.77820 -0.0748
H -4.91601 -3.33379 1.43520 0.0559
H -3.09401 -3.60079 1.26220 0.0695
H -3.86001 -2.14679 0.52420 0.0956
H -2.83101 -1.67479 2.73520 0.0610
H -3.95701 -2.66979 3.60520 0.1038
H -4.67301 -0.59479 3.55220 0.0856
C 1.94499 1.74921 0.45620 -0.0707
C 2.39799 0.78421 1.51820 -0.2997
O 3.77199 0.60921 1.53920 -0.0552
H 2.11799 2.74421 0.52720 0.0518
H 0.86999 1.59421 0.32220 0.0668
H 2.45099 1.59021 -0.44480 0.0244
H 2.01299 -0.22979 1.35120 0.1034
H 1.96899 1.28921 2.39220 0.0899
H 4.02899 -0.28379 1.42820 0.0490
C -4.35101 0.66021 -2.53080 -0.0682
C -3.92001 2.11021 -2.75080 -0.2618
O -2.63901 2.27321 -2.14380 -0.1442
H -4.01401 0.07321 -3.42180 0.0818
H -5.42901 0.42421 -2.52780 0.0742
H -3.89701 0.07821 -1.70280 0.0723
H -4.62001 2.86621 -2.27080 0.1222
H -3.85601 2.46721 -3.77380 0.1152
H -2.03401 2.21721 -2.86980 0.0275
C -0.17901 1.78921 3.63720 -0.0814
C -0.81101 0.52321 3.07120 -0.2731
O -2.07201 0.83221 2.41620 -0.0799
H 0.08799 2.47121 2.88020 0.0356
H 0.68999 1.50321 4.18120 0.0532
H -0.86001 2.34821 4.36120 0.1009
H -1.03001 -0.23679 3.71720 0.0656
H -0.11401 0.02721 2.32820 0.0938
H -1.92201 0.68321 1.50820 0.0035
C 0.41299 -1.26379 -0.88580 -0.0438
C -0.98401 -0.65479 -1.23680 -0.2872
O -1.22701 0.42121 -0.37480 -0.0842
H 0.42099 -1.59579 0.20020 0.0576
H 1.10599 -0.44079 -1.02680 0.0454
H 0.67899 -2.11379 -1.49980 0.0754
H -1.78601 -1.40779 -1.21280 0.0983
H -1.08201 -0.26479 -2.31280 0.1168
H -1.73301 1.07621 -0.76880 0.0039
C 4.73099 -3.86979 0.13520 -0.0743
C 3.24999 -4.19079 0.16420 -0.3013
O 2.56099 -3.18379 0.86620 -0.0945
H 5.22699 -3.98279 1.09220 0.0751
H 5.02199 -2.96179 -0.33880 0.0330
H 5.25299 -4.53679 -0.58380 0.0875
H 2.91199 -5.11479 0.70020 0.1268
H 2.92999 -4.20679 -0.89180 0.1101
H 1.65799 -3.37679 0.91820 -0.0225
C -0.14501 -3.02879 2.40020 -0.1307
O -0.05101 -3.91879 1.31620 -0.1168
H 0.00099 -1.98079 2.10620 0.0558
H 0.67999 -3.24879 3.09620 0.1008
H -1.13601 -3.22079 2.81220 0.0789
H -0.27401 -4.73679 1.70220 0.0723
```

The energy above the lowest of the compared OMol25 structures with the same formula, charge and spin is 0.0 kJ/mol. The value obtained for the HOMO-LUMO gap is 0.3441 hartree. The calculation puts the molecular weight at 460.65 g/mol. The HOMO energy is -8.92 eV. For the total energy, the calculation gives -43024.2276 eV.

---

[4]
The following is a quantum chemistry calculation of a 2-piece molecular cluster, FH2NO overall at a distorted geometry, from the Open Molecules 2025 dataset.

The geometry in XYZ format:
```
5
Properties=species:S:1:pos:R:3:mulliken_spin:R:1
N 0.57451 -0.21217 -0.01345 0.4049
O -0.61737 -0.70427 0.01983 0.9071
F -1.72698 0.54084 -0.03035 0.6618
H 1.03926 -0.07060 0.92156 0.0293
H 0.73058 0.44620 -0.89758 -0.0031
```

The value obtained for the HOMO-LUMO gap (spin up / spin down) is 0.3553 / 0.3157 hartree. The spin multiplicity is 3. The calculation puts the molecular weight at 51.02 g/mol. The HOMO energy (spin up / spin down) is -8.96 / -10.94 eV. The expectation value of S² is 2.009. For the total energy, the calculation gives -6280.7629 eV.